[1]
This record from the OMol25 dataset describes a molecular structure, CH4ClN3 in a non-equilibrium geometry. The level of theory is ωB97M-V/def2-TZVPD.

Summary:
- HOMO-LUMO gap (alpha / beta): 0.265 / 0.265 Eh
- ΔE to the lowest compared entry with this formula, charge and spin: 87.8 kcal per mole

```
! RIJCOSX wB97M-V def2-TZVPD def2/J DEFGRID3
* xyz 0 1
H 2.13 -0.26 -0.01
H -0.84 1.69 0.08
C 0.15 -0.06 -0.12
N -0.93 0.72 -0.22
H 1.59 1.40 0.06
H -0.98 -2.05 -0.21
N 1.38 0.41 0.02
N -0.02 -1.93 0.10
Cl -2.49 0.10 0.29
*
```


[2]
This record from the OMol25 dataset describes CH4ClN3S in the gas phase in a non-equilibrium geometry. The level of theory is ωB97M-V/def2-TZVPD.

Summary:
- HOMO-LUMO gap: 0.317 Eh
- Structure (SMILES): [H]/N=N/[C@@H](Cl)SN
- ΔE to the lowest compared entry with this formula, charge and spin: 20.3 kcal per mole

```
! RIJCOSX wB97M-V def2-TZVPD def2/J DEFGRID3
* xyz 0 1
H -0.11 -0.39 -2.08
N -0.29 1.12 1.18
Cl -1.85 1.22 -0.89
H 1.19 -0.04 -1.16
C -1.26 0.45 0.53
S -0.25 -1.36 -0.20
N -0.08 0.80 2.37
H 0.73 1.38 2.62
H -1.98 0.01 1.19
N 0.64 -0.81 -1.53
*
```


[3]
This record from the OMol25 dataset describes 2 unconnected molecules or ions with the total composition CH4ClNO2P2 in a non-equilibrium geometry. The level of theory is ωB97M-V/def2-TZVPD.

Summary:
- HOMO-LUMO gap (alpha / beta): 0.302 / 0.276 Eh
- ΔE to the lowest compared entry with this formula, charge and spin: 0.0 kcal per mole

```
! RIJCOSX wB97M-V def2-TZVPD def2/J DEFGRID3
* xyz 0 1
C -0.46 -0.50 -1.00
O 3.56 -0.49 -0.18
H -0.39 -0.36 -2.01
H -1.46 -0.90 -0.75
O -1.04 0.55 1.44
H 1.61 2.92 2.44
P 1.94 1.53 0.48
P -0.34 0.90 0.19
N 2.57 0.21 -0.05
H 0.36 -1.10 -0.74
Cl -1.07 2.61 -0.61
*
```


[4]
This record from the OMol25 dataset describes CH4ClNP2 in the gas phase in a non-equilibrium geometry. The level of theory is ωB97M-V/def2-TZVPD.

Summary:
- HOMO-LUMO gap: 0.289 Eh
- Structure (SMILES): CP(#N)PCl
- ΔE to the lowest compared entry with this formula, charge and spin: 80.0 kcal per mole

```
! RIJCOSX wB97M-V def2-TZVPD def2/J DEFGRID3
* xyz 0 1
P 0.65 -0.80 -0.58
P -1.42 0.29 -0.38
H 0.22 0.39 1.56
H 0.42 1.53 0.13
N 1.28 -2.09 -0.94
C 0.94 0.71 0.67
H -1.78 0.19 -1.74
Cl -2.39 -1.21 0.43
H 2.06 0.98 0.84
*
```


[5]
This record from the OMol25 dataset describes 2 unconnected molecules or ions with the total composition CH4ClOP in a non-equilibrium geometry. The level of theory is ωB97M-V/def2-TZVPD.

Summary:
- HOMO-LUMO gap: 0.392 Eh
- Structure (SMILES): C=O.PCl
- ΔE to the lowest compared entry with this formula, charge and spin: 63.1 kcal per mole

```
! RIJCOSX wB97M-V def2-TZVPD def2/J DEFGRID3
* xyz 0 1
Cl 0.62 1.43 -2.29
P 0.31 1.50 -0.29
O -1.74 -1.82 1.08
C -0.62 -1.96 0.67
H -0.22 2.90 -0.25
H -0.13 -1.61 -0.24
H 0.06 -2.56 1.23
H 1.72 2.12 0.08
*
```


[6]
This record from the OMol25 dataset describes a molecular structure, CH4ClOP in a non-equilibrium geometry. The level of theory is ωB97M-V/def2-TZVPD.

Summary:
- HOMO-LUMO gap: 0.344 Eh
- ΔE to the lowest compared entry with this formula, charge and spin: 55.5 kcal per mole

```
! RIJCOSX wB97M-V def2-TZVPD def2/J DEFGRID3
* xyz 0 1
H 0.24 -2.55 -0.84
H -0.90 1.91 -0.46
Cl 2.28 0.24 0.60
H -1.47 0.20 0.22
O 0.02 -2.06 -0.10
P 0.77 -0.02 -0.67
H -0.38 1.31 1.15
C -0.57 0.95 0.10
*
```


[7]
This record from the OMol25 dataset describes CH4ClPS in the gas phase in a non-equilibrium geometry. The level of theory is ωB97M-V/def2-TZVPD.

Summary:
- HOMO-LUMO gap: 0.369 Eh
- Structure (SMILES): CSPCl
- ΔE to the lowest compared entry with this formula, charge and spin: 0.5 kcal per mole

```
! RIJCOSX wB97M-V def2-TZVPD def2/J DEFGRID3
* xyz 0 1
C 0.84 0.20 -0.05
H 1.87 -0.18 0.22
S -0.42 -1.01 -0.68
H 1.29 0.76 -0.86
P -1.89 -0.43 0.64
H 0.34 0.79 0.74
Cl -3.41 0.44 -0.37
H -2.45 -1.71 0.95
*
```


[8]
This record from the OMol25 dataset describes 2 unconnected molecules or ions with the total composition CH4ClPS2 in a non-equilibrium geometry. The level of theory is ωB97M-V/def2-TZVPD.

Summary:
- HOMO-LUMO gap (alpha / beta): 0.290 / 0.267 Eh
- ΔE to the lowest compared entry with this formula, charge and spin: 100.3 kcal per mole

```
! RIJCOSX wB97M-V def2-TZVPD def2/J DEFGRID3
* xyz 0 1
H -2.36 -1.85 0.20
P -1.00 0.03 0.86
Cl 2.57 1.32 -0.01
H 1.45 -0.57 -0.70
S -1.50 2.06 0.38
H 2.76 -1.13 0.50
H -2.46 1.62 -0.47
S -1.63 -1.17 -0.76
C 2.17 -0.31 0.00
*
```


[9]
This record from the OMol25 dataset describes 2 unconnected molecules or ions with the total composition CH4F2P2 in a non-equilibrium geometry. The level of theory is ωB97M-V/def2-TZVPD.

Summary:
- HOMO-LUMO gap: 0.348 Eh
- ΔE to the lowest compared entry with this formula, charge and spin: 57.6 kcal per mole

```
! RIJCOSX wB97M-V def2-TZVPD def2/J DEFGRID3
* xyz 0 1
F 1.10 -1.05 -1.36
H 1.46 1.81 -0.28
P -1.25 -1.23 -0.05
H -1.66 -0.30 0.95
P 1.24 0.75 0.57
H 0.18 1.41 1.19
H -0.56 -1.98 1.07
C 0.35 -0.39 -0.55
F -0.87 0.98 -1.53
*
```


[10]
This record from the OMol25 dataset describes a gas-phase ion, CH4F4NP2 (charge +1) in a non-equilibrium geometry. The level of theory is ωB97M-V/def2-TZVPD.

Summary:
- HOMO-LUMO gap: 0.375 Eh
- Structure (SMILES): [NH3+]C(P(F)F)P(F)F
- ΔE to the lowest compared entry with this formula, charge and spin: 0.0 kcal per mole

```
! RIJCOSX wB97M-V def2-TZVPD def2/J DEFGRID3
* xyz 1 1
H 1.16 0.60 1.45
H -0.15 -0.67 1.61
H 1.20 -1.02 -0.60
P -1.21 -1.55 -0.78
P 0.41 1.08 -1.77
F -2.15 -0.45 0.03
F 1.88 1.50 -1.22
C 0.27 -0.39 -0.66
N 0.23 0.18 1.08
F -0.94 -2.36 0.60
H -0.32 1.03 1.00
F -0.37 2.06 -0.74
*
```


[11]
This record from the OMol25 dataset describes 2 unconnected molecules or ions with the total composition CH4FINP in a non-equilibrium geometry. The level of theory is ωB97M-V/def2-TZVPD.

Summary:
- HOMO-LUMO gap: 0.236 Eh
- ΔE to the lowest compared entry with this formula, charge and spin: 24.9 kcal per mole

```
! RIJCOSX wB97M-V def2-TZVPD def2/J DEFGRID3
* xyz 0 1
N 0.20 0.27 0.77
F -0.66 1.83 -0.89
H 0.60 -0.12 -1.22
H 1.93 -0.36 -0.16
P -0.84 1.47 0.65
H 0.41 -0.13 1.65
I -3.21 -0.76 -0.42
H 0.71 -1.61 -0.14
C 0.86 -0.59 -0.23
*
```


[12]
This record from the OMol25 dataset describes a molecular structure, CH4FIP2 in a non-equilibrium geometry. The level of theory is ωB97M-V/def2-TZVPD.

Summary:
- HOMO-LUMO gap (alpha / beta): 0.212 / 0.269 Eh
- ΔE to the lowest compared entry with this formula, charge and spin: 53.9 kcal per mole

```
! RIJCOSX wB97M-V def2-TZVPD def2/J DEFGRID3
* xyz 0 1
P 0.71 -0.22 -0.45
H -0.92 0.09 1.35
H -1.66 -0.52 -0.24
I -0.44 0.01 -3.48
P 2.10 -0.25 1.25
F 1.70 1.14 2.06
H 0.55 -1.59 -0.69
C -0.93 0.20 0.28
H -1.10 1.15 -0.07
*
```


[13]
This record from the OMol25 dataset describes a molecular structure, CH4FIP2 in a non-equilibrium geometry. The level of theory is ωB97M-V/def2-TZVPD.

Summary:
- HOMO-LUMO gap (alpha / beta): 0.220 / 0.268 Eh
- ΔE to the lowest compared entry with this formula, charge and spin: 55.0 kcal per mole

```
! RIJCOSX wB97M-V def2-TZVPD def2/J DEFGRID3
* xyz 0 1
C -0.69 0.06 0.64
H 0.63 -1.60 -0.64
P 2.36 0.16 0.05
P 0.36 -0.31 -0.85
F 1.87 1.51 0.77
H -0.51 -0.80 1.28
H -1.65 0.22 0.35
I -2.15 -0.23 -2.73
H -0.22 0.98 1.14
*
```


[14]
This record from the OMol25 dataset describes 2 unconnected molecules or ions with the total composition CH4FN2 in a non-equilibrium geometry. The level of theory is ωB97M-V/def2-TZVPD.

Summary:
- HOMO-LUMO gap (alpha / beta): 0.330 / 0.182 Eh
- ΔE to the lowest compared entry with this formula, charge and spin: 2.4 kcal per mole
- Expectation value of S²: 2.01

```
! RIJCOSX wB97M-V def2-TZVPD def2/J DEFGRID3
* xyz 1 3
N 0.58 -0.57 1.81
C 0.73 -0.16 0.66
H -1.05 0.31 -1.95
H 1.00 -1.53 2.21
F 1.20 -0.99 -0.26
H -1.21 1.70 -2.92
N -1.23 1.28 -2.02
H -0.02 -0.04 2.48
*
```


[15]
This record from the OMol25 dataset describes 2 unconnected molecules or ions with the total composition CH4FN2O in a non-equilibrium geometry. The level of theory is ωB97M-V/def2-TZVPD.

Summary:
- HOMO-LUMO gap (alpha / beta): 0.432 / 0.266 Eh
- ΔE to the lowest compared entry with this formula, charge and spin: 0.0 kcal per mole
- Expectation value of S²: 2.01

```
! RIJCOSX wB97M-V def2-TZVPD def2/J DEFGRID3
* xyz 1 3
H -0.03 -1.17 -0.08
F 2.49 0.66 0.08
N -1.31 1.04 -0.29
H 2.31 -1.33 0.19
N 0.49 -0.30 -0.08
O -2.16 0.24 0.22
H -2.24 0.35 1.20
C 1.75 -0.40 0.08
H -1.31 0.92 -1.32
*
```


[16]
This record from the OMol25 dataset describes a molecular structure, CH4FNO in a non-equilibrium geometry. The level of theory is ωB97M-V/def2-TZVPD.

Summary:
- HOMO-LUMO gap: 0.367 Eh
- ΔE to the lowest compared entry with this formula, charge and spin: 87.3 kcal per mole

```
! RIJCOSX wB97M-V def2-TZVPD def2/J DEFGRID3
* xyz 0 1
N 1.22 -0.73 0.13
F 2.18 0.07 -0.63
H 0.01 1.96 -0.41
H -0.61 -0.35 -1.12
C -0.47 0.07 -0.05
O -0.45 1.31 0.29
H -1.18 -0.53 0.62
H 1.45 -0.54 1.06
*
```


[17]
This record from the OMol25 dataset describes 2 unconnected molecules or ions with the total composition CH4FNO in a non-equilibrium geometry. The level of theory is ωB97M-V/def2-TZVPD.

Summary:
- HOMO-LUMO gap (alpha / beta): 0.356 / 0.345 Eh
- ΔE to the lowest compared entry with this formula, charge and spin: 160.1 kcal per mole

```
! RIJCOSX wB97M-V def2-TZVPD def2/J DEFGRID3
* xyz 0 1
H -1.37 0.74 -0.30
F 2.96 0.22 -0.17
C -0.44 0.68 0.23
N 1.71 -0.33 0.01
O 0.76 0.50 -0.62
H -0.32 1.53 0.85
H -0.67 -0.18 0.85
H 2.05 -1.89 -0.89
*
```


[18]
This record from the OMol25 dataset describes CH4FNP2 in the gas phase in a non-equilibrium geometry. The level of theory is ωB97M-V/def2-TZVPD.

Summary:
- HOMO-LUMO gap: 0.387 Eh
- Structure (SMILES): [H]/N=C(/F)[PH]#[PH2]
- ΔE to the lowest compared entry with this formula, charge and spin: 39.4 kcal per mole

```
! RIJCOSX wB97M-V def2-TZVPD def2/J DEFGRID3
* xyz 0 1
C 1.21 0.07 -0.33
P -1.38 1.19 0.25
F 1.73 1.28 -0.72
P -0.47 -0.16 -1.14
H -2.65 0.87 0.17
H -0.96 -1.30 -0.56
H 1.70 -1.60 0.54
N 2.05 -0.70 0.31
H -1.23 0.35 1.48
*
```


[19]
This record from the OMol25 dataset describes 2 unconnected molecules or ions with the total composition CH4FOP in a non-equilibrium geometry. The level of theory is ωB97M-V/def2-TZVPD.

Summary:
- HOMO-LUMO gap: 0.387 Eh
- Structure (SMILES): C=O.FP
- ΔE to the lowest compared entry with this formula, charge and spin: 51.8 kcal per mole

```
! RIJCOSX wB97M-V def2-TZVPD def2/J DEFGRID3
* xyz 0 1
C -1.81 -0.34 -1.11
H 0.65 0.61 1.30
O -1.08 0.14 -0.30
F 2.58 0.06 2.28
H -1.35 -1.05 -1.91
H 1.91 -0.20 0.06
P 1.95 0.87 0.92
H -2.86 -0.09 -1.23
*
```


[20]
This record from the OMol25 dataset describes CH4FOP in the gas phase in a non-equilibrium geometry. The level of theory is ωB97M-V/def2-TZVPD.

Summary:
- HOMO-LUMO gap: 0.375 Eh
- Structure (SMILES): OCPF
- ΔE to the lowest compared entry with this formula, charge and spin: 31.4 kcal per mole

```
! RIJCOSX wB97M-V def2-TZVPD def2/J DEFGRID3
* xyz 0 1
H -0.14 -0.62 1.08
C 0.37 -0.22 0.19
F -1.96 1.04 0.08
H 0.80 -1.08 -0.33
H 2.10 0.83 -0.01
O 1.34 0.71 0.60
H -1.55 -1.00 -0.70
P -0.95 0.33 -0.91
*
```